[1]
The following is a quantum chemistry calculation of a 2-piece molecular cluster, C9H14 overall, from the Open Molecules 2025 dataset.

## Properties
largest force on an atom: 4.26 eV/Å
relative energy (zero: lowest compared OMol25 entry of this formula, charge and spin): 28.61 kcal per mole
LUMO energy: 0.038 hartree
HOMO level: -9.0 eV
multiplicity: 1
net charge: 0
total energy: -9558.941 eV
SMILES string: Cc1ccccc1.CC
gap between HOMO and LUMO: 0.36741 Ha

Positions of all 23 atoms, in Å:
C 2.6911 -1.1392 1.2269
C 1.3155 -1.0837 0.6672
C 0.3478 -2.0032 0.9773
C -0.8482 -2.0569 0.2569
C -1.1188 -1.0973 -0.7465
C -0.1751 -0.1580 -1.0706
C 1.0634 -0.1721 -0.3954
H 2.9907 -2.1315 1.6636
H 2.8093 -0.3764 2.0529
H 3.4669 -0.9466 0.4272
H 0.3222 -2.7660 1.8442
H -1.7123 -2.7525 0.4646
H -2.1494 -1.1479 -1.2142
H -0.3187 0.5459 -1.8791
H 1.7233 0.7013 -0.5906
C -0.7137 3.2073 -0.4831
C -2.2639 2.9459 -0.4274
H -0.4258 4.0856 0.0558
H -0.0150 2.4947 -0.1128
H -0.4539 3.3098 -1.6212
H -2.4995 1.8551 -0.2354
H -2.7644 3.0179 -1.3267
H -2.7612 3.4533 0.4396

[2]
The following is a quantum chemistry calculation of a 2-piece molecular cluster, C20H32N2O4P overall, from the Open Molecules 2025 dataset.

## Properties
largest force on an atom: 5.44 eV/Å
LUMO energy: -0.127 hartree
HOMO level: -11.1 eV
multiplicity: 1
net charge: +1
total energy: -41703.240 eV
gap between HOMO and LUMO: 0.28291 Ha

Positions of all 59 atoms, in Å:
C 5.1114 0.0802 1.8941
C 4.7947 1.6438 1.7629
O 5.7231 2.4334 2.1026
O 3.5634 2.1894 1.2676
C 2.4700 1.2749 1.5555
C 1.0163 1.8906 1.1479
C 0.0478 0.6187 0.9670
C -1.4983 0.9744 0.8409
C -2.4503 1.7679 1.7784
P -1.8233 2.5611 3.3670
C -3.1625 3.5362 4.2788
C -1.0517 1.1997 4.4318
N -3.7767 1.7431 1.1602
C -3.6918 1.0001 -0.0882
N -2.3350 0.5576 -0.3064
C -1.9359 -0.1956 -1.5303
O -2.4628 -1.5282 -1.6194
C -1.6834 -2.4756 -0.8831
C -0.1398 -2.6024 -0.8860
C 0.6092 -3.7051 -0.0605
C -0.1598 -4.7744 0.7919
C -1.7240 -4.6487 0.8023
C -2.4660 -3.5300 -0.0134
H 4.2955 -0.5209 2.4347
H 5.2350 -0.3985 0.8562
H 6.0870 -0.1201 2.4748
H 2.5354 0.9868 2.6598
H 2.6047 0.3605 0.8537
H 1.1960 2.4677 0.1679
H 0.6721 2.5959 1.9864
H 0.4501 -0.0555 0.1298
H 0.1573 -0.0048 1.9386
H -4.2211 3.2676 3.9336
H -3.0768 3.2677 5.3980
H -3.0409 4.6798 4.1594
H -1.0396 1.5195 5.5271
H -1.6546 0.2294 4.2498
H 0.0204 0.9945 4.0770
H -4.6290 2.1710 1.5507
H -4.5880 0.8270 -0.7858
H -0.8049 -0.1086 -1.6391
H -2.3837 0.3868 -2.4250
H 0.4721 -1.8508 -1.5143
H 1.7585 -3.7281 -0.0889
H 0.3644 -5.6046 1.3750
H -2.2925 -5.4365 1.4085
H -3.6019 -3.5524 0.0368
C 0.6056 0.7232 -4.3047
C 1.4877 -0.3926 -4.8408
C 1.3968 -0.4920 -6.3550
O 1.0880 -1.6330 -4.2583
H -0.4466 0.5412 -4.5490
H 0.6734 0.7739 -3.2133
H 0.8970 1.6917 -4.7184
H 2.5254 -0.2142 -4.5461
H 0.3727 -0.7160 -6.6710
H 2.0266 -1.3054 -6.7245
H 1.7130 0.4392 -6.8317
H 0.1703 -1.8007 -4.5135

[3]
The following is a quantum chemistry calculation of a 3-piece molecular cluster, C3H10N5 overall, from the Open Molecules 2025 dataset.

## Properties
largest force on an atom: 5.58 eV/Å
relative energy (zero: lowest compared OMol25 entry of this formula, charge and spin): 128.47 kcal per mole
LUMO energy: -0.160 hartree
HOMO level: -13.5 eV
multiplicity: 1
net charge: +1
total energy: -10711.851 eV
gap between HOMO and LUMO: 0.33598 Ha

Positions of all 18 atoms, in Å:
C -0.8680 1.2138 -0.5059
C 0.3430 1.6900 -0.6136
C -1.3323 0.1538 0.4526
N 1.2985 1.2212 0.2281
N -0.1261 -0.0755 1.3735
N -1.6755 -1.0450 -0.2820
N 1.8055 -1.3254 -0.2803
N 1.0037 0.4142 1.1811
H -1.6577 1.6339 -1.2062
H 0.6676 2.4267 -1.3707
H -2.2049 0.5475 1.1090
H 2.2114 1.7158 0.4251
H -0.1380 -0.8568 2.0238
H -2.2430 -0.9094 -1.1248
H -2.5730 -1.4176 0.1402
H 1.6699 -1.1129 -1.2861
H 0.9255 -1.8609 -0.1368
H 2.8933 -2.4134 -0.1270

[4]
The following is a quantum chemistry calculation of C56H53IN4O5P3S3Sc as an isolated structure, from the Open Molecules 2025 dataset.

## Properties
largest force on an atom: 0.32 eV/Å
relative energy (zero: lowest compared OMol25 entry of this formula, charge and spin): 26.01 kcal per mole
LUMO energy: -0.029 hartree
HOMO level: -7.6 eV
multiplicity: 1
net charge: 0
total energy: -164307.639 eV
gap between HOMO and LUMO: 0.25230 Ha

Positions of all 126 atoms, in Å:
Sc -0.1238 -0.8819 -1.4509
O -0.8625 -1.7093 0.3675
S -0.3507 -1.4242 1.7864
C 0.4113 -2.9540 2.3278
C 0.0138 -3.5715 3.5067
C 0.6961 -4.6888 3.9619
C 1.7772 -5.1752 3.2456
C 2.1841 -4.5354 2.0856
C 1.5193 -3.4118 1.6031
P 2.2006 -2.4805 0.1531
C 3.7277 -1.8489 0.9452
C 3.6837 -0.5762 1.5102
C 4.7859 -0.0692 2.1855
C 5.9422 -0.8252 2.2937
C 5.9956 -2.0927 1.7273
C 4.8954 -2.6037 1.0586
C 2.8171 -3.7909 -0.9472
C 3.8413 -3.4504 -1.8307
C 4.2575 -4.3443 -2.8021
C 3.6508 -5.5885 -2.9067
C 2.6233 -5.9284 -2.0415
C 2.2021 -5.0317 -1.0708
C -1.8852 -1.4186 2.6838
C -2.7506 -2.4964 2.4893
C -4.0171 -2.4491 3.0312
C -4.4206 -1.3189 3.7423
C -3.5578 -0.2541 3.9109
C -2.2589 -0.2816 3.3893
P -1.1214 1.1722 3.5434
C -2.3152 2.4464 2.9789
C -3.0631 3.2709 3.8129
C -3.9413 4.2017 3.2719
C -4.0840 4.3141 1.8976
C -3.3467 3.4890 1.0584
C -2.4661 2.5645 1.5952
C -1.0659 1.4077 5.3570
C -0.4658 2.5848 5.8130
C -0.2971 2.8182 7.1669
C -0.7003 1.8649 8.0930
C -1.2706 0.6820 7.6530
C -1.4546 0.4548 6.2944
H -0.8209 -3.1854 4.0747
H 0.3814 -5.1725 4.8767
H 2.3164 -6.0448 3.5965
H 3.0466 -4.9081 1.5488
H 2.7933 0.0323 1.4171
H 4.7383 0.9216 2.6180
H 6.8043 -0.4277 2.8131
H 6.8985 -2.6843 1.8046
H 4.9519 -3.5886 0.6127
H 4.3159 -2.4776 -1.7641
H 5.0503 -4.0658 -3.4835
H 3.9721 -6.2859 -3.6686
H 2.1316 -6.8879 -2.1320
H 1.3742 -5.2991 -0.4266
H -2.4258 -3.3473 1.9041
H -4.6980 -3.2778 2.8904
H -5.4197 -1.2710 4.1551
H -3.8897 0.6301 4.4409
H -2.9648 3.1945 4.8882
H -4.5125 4.8432 3.9302
H -4.7623 5.0463 1.4800
H -3.4473 3.5758 -0.0166
H -1.8789 1.9336 0.9361
H -0.1320 3.3288 5.0983
H 0.1580 3.7419 7.4999
H -0.5632 2.0426 9.1515
H -1.5782 -0.0709 8.3672
H -1.9035 -0.4757 5.9744
O -1.1516 0.7949 -1.9738
N -0.6152 2.0339 -1.8770
C -1.0323 2.9607 -2.7748
C -0.5063 4.2213 -2.7658
C 0.4498 4.5367 -1.7938
C 0.8416 3.5833 -0.8868
C 0.3142 2.2866 -0.9290
S 0.7768 1.0131 0.1382
H -1.7646 2.5954 -3.4792
H -0.7761 4.9614 -3.5053
H 0.8839 5.5278 -1.8100
H 1.5869 3.7918 -0.1329
O 1.7322 8.1430 -5.3752
S 1.1618 6.8503 -5.0994
O 0.5038 6.7408 -3.7982
O 0.4346 6.2163 -6.1816
C 2.5849 5.7304 -4.9022
N 3.8187 6.1780 -5.1152
C 4.8047 5.3079 -4.9288
C 4.5916 3.9998 -4.5207
C 3.2654 3.6371 -4.3505
N 2.2700 4.4888 -4.5486
C 2.8108 2.2954 -3.9178
C 1.6608 1.7691 -4.4887
C 1.0864 0.6574 -3.9184
N 1.5561 0.0811 -2.8071
C 2.7259 0.5188 -2.3277
C 3.3956 1.6047 -2.8620
H 5.8102 5.6723 -5.1135
H 5.4087 3.3071 -4.3755
H 1.1887 2.2739 -5.3198
H 0.1691 0.2411 -4.3168
H 3.0908 0.0366 -1.4277
H 4.2970 1.9651 -2.3850
I 0.1543 -3.0082 -3.3052
C -4.3471 0.5185 -1.2035
C -3.9962 -0.9087 -0.7981
P -2.7209 -1.7522 -1.8282
C -2.9029 -3.4853 -1.1962
C -3.5709 -4.4907 -2.1276
C -3.4640 -1.7442 -3.5082
C -3.0310 -0.5429 -4.3460
H -5.0404 0.9577 -0.4845
H -4.8278 0.5471 -2.1827
H -3.4562 1.1431 -1.2473
H -4.8946 -1.5363 -0.8005
H -3.6023 -0.9242 0.2228
H -3.4670 -3.4052 -0.2626
H -1.9007 -3.8317 -0.9385
H -4.5627 -4.1630 -2.4423
H -3.6839 -5.4521 -1.6246
H -2.9662 -4.6551 -3.0194
H -4.5529 -1.7887 -3.4139
H -3.1421 -2.6589 -4.0072
H -3.2901 0.4037 -3.8734
H -3.5011 -0.5748 -5.3293
H -1.9498 -0.5603 -4.4906